# H2N2O3S

A cluster of 2 separate species, H2N2O3S in total at a distorted geometry (ωB97M-V with the def2-TZVPD basis set, the OMol25 dataset).

Computed properties:
Electronic energy, eV: -19984.4693
SMILES: O=[N+]([O-])O.N=S
LUMO level (spin up / spin down), eV: -2.1 / -2.1
Relative energy (zero: lowest compared OMol25 entry of this formula, charge and spin), eV: 3.421
HOMO energy (spin up / spin down), Ha: -0.350 / -0.349

```
8
H2N2O3S (ωB97M-V with the def2-TZVPD basis set)
O 0.37491 1.52907 -2.22804
N -0.01542 0.94544 -1.24836
O -0.77116 -0.00568 -1.26921
O 0.51487 1.30089 -0.05099
H 0.48478 0.49939 0.45561
N -0.18221 -1.03832 1.22466
S 0.46241 -1.66475 2.51298
H -0.86820 -1.56604 0.60335
```

These are the Mulliken partial charges, in e, on atoms 1 to 6: -0.5160 0.9807 -0.5321 -0.3760 0.5241 -0.4044

# H2N2O3S

A cluster of 2 separate species, H2N2O3S in total at a distorted geometry (ωB97M-V with the def2-TZVPD basis set, the OMol25 dataset).

Computed properties:
Electronic energy, eV: -19986.8125
LUMO level, eV: -0.5
Relative energy (zero: lowest compared OMol25 entry of this formula, charge and spin), eV: 1.077
HOMO energy, Ha: -0.408

```
8
H2N2O3S (ωB97M-V with the def2-TZVPD basis set)
N -0.48439 0.62006 -0.51085
N 0.66495 0.32390 -0.88494
O 0.61282 -0.30438 1.79599
O -1.20232 -1.68324 1.09475
O 1.32130 0.53876 -1.86438
S -0.84518 -0.42119 1.60323
H -1.16769 1.14218 -1.23600
H 1.10052 -0.21608 0.00221
```

These are the Mulliken partial charges, in e, on atoms 1 to 6: -0.5772 0.6796 -0.5602 -0.3664 -0.5766 0.7604

# H2N2O3S2

A cluster of 2 separate species, H2N2O3S2 in total at a distorted geometry (ωB97M-V with the def2-TZVPD basis set, the OMol25 dataset).

Computed properties:
Electronic energy, eV: -30822.2370
LUMO level, eV: -1.4
Relative energy (zero: lowest compared OMol25 entry of this formula, charge and spin), eV: 0.817
HOMO energy, Ha: -0.399

```
9
H2N2O3S2 (ωB97M-V with the def2-TZVPD basis set)
N -2.59643 0.78594 0.25844
N 3.30110 -0.05578 -0.13353
O -1.08816 0.05457 -1.60852
O -1.31349 -1.44277 0.32944
O 0.85012 0.08240 0.13841
S -1.48311 -0.16224 -0.22659
S 2.00677 -0.78288 -0.27873
H -2.97732 0.69339 1.23351
H 3.30051 0.82738 0.28756
```

These are the Mulliken partial charges, in e, on atoms 1 to 6: -0.4592 -0.4081 -0.4476 -0.4473 -0.4928 1.0468

# H2N2O4S

An isolated molecule of H2N2O4S at a distorted geometry (ωB97M-V with the def2-TZVPD basis set, the OMol25 dataset).

Computed properties:
Electronic energy, eV: -22032.5291
LUMO level, eV: 0.0
Relative energy (zero: lowest compared OMol25 entry of this formula, charge and spin), eV: 2.662
HOMO energy, Ha: -0.411

```
9
H2N2O4S (ωB97M-V with the def2-TZVPD basis set)
N -1.77628 0.48530 -0.42064
N 1.72847 -0.28193 -0.09065
O -2.28878 1.55040 -0.43577
O -0.54855 0.44028 0.14291
O 0.68053 -1.10722 1.85664
O -2.22453 -0.55008 -0.84203
S 0.41887 -1.08269 0.46761
H 2.01252 -0.06104 -1.00623
H 1.99776 0.60698 0.32816
```

These are the Mulliken partial charges, in e, on atoms 1 to 6: 1.1198 -0.4956 -0.5257 -0.3526 -0.4369 -0.5702

# H2N2O4S

A cluster of 2 separate species, H2N2O4S in total at a distorted geometry (ωB97M-V with the def2-TZVPD basis set, the OMol25 dataset).

Computed properties:
Electronic energy, eV: -22034.3883
LUMO level, eV: 0.7
Relative energy (zero: lowest compared OMol25 entry of this formula, charge and spin), eV: 0.802
HOMO energy, Ha: -0.389

```
9
H2N2O4S (ωB97M-V with the def2-TZVPD basis set)
N 1.03197 -1.82796 1.26645
N 1.28203 -0.78821 0.98985
O 0.61886 -2.89193 1.43257
O 0.57347 0.19663 -1.30828
O -1.24131 1.98842 -0.76662
O -1.04598 -0.25488 0.44437
S -0.28988 0.86123 0.03663
H 1.15327 0.88491 -1.54780
H -2.08243 1.83179 -0.54716
```

These are the Mulliken partial charges, in e, on atoms 1 to 6: 0.8691 -0.3256 -0.5492 -0.4582 -0.4362 -0.4826

# H2N2OS

A cluster of 2 separate species, H2N2OS in total at a distorted geometry (ωB97M-V with the def2-TZVPD basis set, the OMol25 dataset).

Computed properties:
Electronic energy, eV: -15894.3374
SMILES: N#[N+][S-].O
LUMO level, eV: 0.3
Relative energy (zero: lowest compared OMol25 entry of this formula, charge and spin), eV: 0.000
HOMO energy, Ha: -0.383

```
6
H2N2OS (ωB97M-V with the def2-TZVPD basis set)
N 0.55463 -2.41344 -0.13325
N -0.37497 -1.79842 -0.09274
S -1.56563 -0.87584 -0.01133
O 0.75023 1.85381 -0.17072
H 0.58719 2.00017 0.78497
H 0.04855 1.23372 -0.37694
```

The computed Mulliken charges, all in e, follow: -0.1434 0.2553 -0.0980 -0.6041 0.3304 0.2598

# H2N2P

The ion H2N2P with charge +1 at a distorted geometry (ωB97M-V with the def2-TZVPD basis set, the OMol25 dataset).

Computed properties:
Electronic energy, eV: -12290.7690
SMILES: N#[N+]P
LUMO level, eV: -7.5
Total charge: +1
Relative energy (zero: lowest compared OMol25 entry of this formula, charge and spin), eV: 0.971
HOMO energy, Ha: -0.641

```
5
H2N2P (ωB97M-V with the def2-TZVPD basis set)
N -0.51983 1.95073 0.20026
N -0.04978 0.81171 0.09087
P 0.76029 -0.61673 -0.15935
H -0.17107 -0.93278 -1.10591
H -0.01960 -1.21294 0.97412
```

The computed Mulliken charges, all in e, follow: 0.1612 0.2186 0.1960 0.1997 0.2245

# H2N3OP

A cluster of 2 separate species, H2N3OP in total at a distorted geometry (ωB97M-V with the def2-TZVPD basis set, the OMol25 dataset).

Computed properties:
Electronic energy, eV: -15831.3599
LUMO level (spin up / spin down), eV: -1.6 / -1.6
Relative energy (zero: lowest compared OMol25 entry of this formula, charge and spin), eV: 3.315
HOMO energy (spin up / spin down), Ha: -0.345 / -0.325

```
7
H2N3OP (ωB97M-V with the def2-TZVPD basis set)
N -1.84808 -0.29388 0.20146
N -1.17355 0.90742 -0.10395
N -0.48518 -0.17380 -0.12730
O 2.44245 0.48421 -0.14327
P 0.71609 -1.18889 0.07129
H -2.11930 -0.28909 1.16291
H 2.46757 0.55404 -1.06114
```

These are the Mulliken partial charges, in e, on atoms 1 to 6: -0.3482 -0.3112 0.5907 -0.6944 0.2305 0.2404

# H2N4O2

A cluster of 2 separate species, H2N4O2 in total at a distorted geometry (ωB97M-V with the def2-TZVPD basis set, the OMol25 dataset).

Computed properties:
Electronic energy, eV: -10080.0607
LUMO level (spin up / spin down), eV: -0.7 / -0.7
Relative energy (zero: lowest compared OMol25 entry of this formula, charge and spin), eV: 5.136
HOMO energy (spin up / spin down), Ha: -0.360 / -0.360

```
8
H2N4O2 (ωB97M-V with the def2-TZVPD basis set)
N -1.30799 -1.36626 -0.18088
N -1.20464 -1.03098 0.93928
N -1.35571 -0.76478 2.03153
N 0.30637 1.88239 0.70171
O 1.27769 0.51412 -0.96979
O 1.16520 1.80211 -0.05913
H -0.73456 -1.89001 -0.81497
H 1.85363 0.85341 -1.64776
```

These are the Mulliken partial charges, in e, on atoms 1 to 6: -0.5957 0.7134 -0.3929 0.1288 -0.4249 0.0030

# H2NO2P

An isolated molecule of H2NO2P at a distorted geometry (ωB97M-V with the def2-TZVPD basis set, the OMol25 dataset).

Computed properties:
Electronic energy, eV: -14906.7652
LUMO level, eV: -0.3
Relative energy (zero: lowest compared OMol25 entry of this formula, charge and spin), eV: 0.000
HOMO energy, Ha: -0.408

```
6
H2NO2P (ωB97M-V with the def2-TZVPD basis set)
N 0.74292 -0.31061 1.05589
O -0.46177 1.99274 0.34761
O -0.57109 -0.11363 -1.16695
P -0.07720 0.61400 0.18431
H 1.07140 -1.09918 0.57302
H -0.70426 -1.08332 -0.99388
```

The computed Mulliken charges, all in e, follow: -0.5755 -0.5169 -0.4839 0.9514 0.2605 0.3644

# H2NO2P

An isolated molecule of H2NO2P at a distorted geometry (ωB97M-V with the def2-TZVPD basis set, the OMol25 dataset).

Computed properties:
Electronic energy, eV: -14902.1694
SMILES: O=[N+]([O-])P
LUMO level, eV: -0.5
Relative energy (zero: lowest compared OMol25 entry of this formula, charge and spin), eV: 4.596
HOMO energy, Ha: -0.384

```
6
H2NO2P (ωB97M-V with the def2-TZVPD basis set)
O -1.52049 -1.00061 -0.44649
N -0.86329 -0.08718 -0.00363
O -1.15994 1.08806 0.03536
P 1.04821 -0.43335 0.63844
H 1.47298 -0.54128 -0.89693
H 1.02252 0.97436 0.67325
```

The computed Mulliken charges, all in e, follow: -0.4944 0.7036 -0.4940 0.0363 0.1173 0.1313

# H2NO2S

A cluster of 2 separate species, H2NO2S in total at a distorted geometry (ωB97M-V with the def2-TZVPD basis set, the OMol25 dataset).

Computed properties:
Electronic energy, eV: -16448.0911
LUMO level (spin up / spin down), eV: 3.4 / 4.1
Total charge: -1
Relative energy (zero: lowest compared OMol25 entry of this formula, charge and spin), eV: 5.366
HOMO energy (spin up / spin down), Ha: -0.155 / -0.144

```
6
H2NO2S (ωB97M-V with the def2-TZVPD basis set)
N 0.97361 0.16901 -0.75612
O -1.52022 -1.68069 0.06801
O -0.79497 1.59910 0.34945
S -0.19477 0.26323 0.24232
H 0.98252 -0.53495 -1.51809
H 0.55382 0.18431 1.61442
```

The computed Mulliken charges, all in e, follow: -0.5594 -0.7224 -0.5239 0.4666 0.2385 0.1005

# H2NO2S

A cluster of 2 separate species, H2NO2S in total at a distorted geometry (ωB97M-V with the def2-TZVPD basis set, the OMol25 dataset).

Computed properties:
Electronic energy, eV: -16449.9491
LUMO level (spin up / spin down), eV: 3.8 / 3.4
Total charge: -1
Relative energy (zero: lowest compared OMol25 entry of this formula, charge and spin), eV: 3.508
HOMO energy (spin up / spin down), Ha: -0.167 / -0.120

```
6
H2NO2S (ωB97M-V with the def2-TZVPD basis set)
N 0.15775 0.53325 -1.09633
O -0.84949 -1.46580 0.13873
O -1.44582 0.97791 0.54116
S -0.48728 -0.04785 0.17681
H 1.02941 -0.07356 -1.45853
H 1.59543 0.07605 1.69815
```

The computed Mulliken charges, all in e, follow: -0.5236 -0.4738 -0.4446 0.3310 0.2052 -0.0941

# H2NO3S

A cluster of 2 separate species, H2NO3S in total at a distorted geometry (ωB97M-V with the def2-TZVPD basis set, the OMol25 dataset).

Computed properties:
Electronic energy, eV: -18498.7131
LUMO level (spin up / spin down), eV: 4.0 / 4.0
Total charge: -1
Relative energy (zero: lowest compared OMol25 entry of this formula, charge and spin), eV: 3.554
HOMO energy (spin up / spin down), Ha: -0.130 / -0.090

```
7
H2NO3S (ωB97M-V with the def2-TZVPD basis set)
N 0.12247 0.78009 -0.22548
O -3.14675 0.88232 -0.38322
O -2.05333 -1.33211 -0.39841
O 0.58971 -0.57586 -0.37080
S -2.28886 -0.07136 0.34294
H 0.32594 0.99342 0.76725
H -0.21873 -1.08589 -0.59510
```

These are the Mulliken partial charges, in e, on atoms 1 to 6: -0.5348 -0.5302 -0.6168 -0.4216 0.5270 0.1735

# H2NO3S

A cluster of 2 separate species, H2NO3S in total at a distorted geometry (ωB97M-V with the def2-TZVPD basis set, the OMol25 dataset).

Computed properties:
Electronic energy, eV: -18497.8807
LUMO level (spin up / spin down), eV: 4.1 / 3.8
Total charge: -1
Relative energy (zero: lowest compared OMol25 entry of this formula, charge and spin), eV: 4.386
HOMO energy (spin up / spin down), Ha: -0.175 / -0.065

```
7
H2NO3S (ωB97M-V with the def2-TZVPD basis set)
N -0.23788 -1.18536 -0.75629
O 1.18525 2.15836 -0.92994
O -0.48877 2.03283 0.83170
O -0.77861 -1.65600 0.51898
S 0.77186 1.41285 0.29522
H 0.45135 -2.01921 -0.94358
H -0.90320 -0.74347 0.98390
```

These are the Mulliken partial charges, in e, on atoms 1 to 6: -0.3371 -0.5602 -0.5587 -0.4143 0.3792 0.1561

# H2NO3S2

A cluster of 2 separate species, H2NO3S2 in total at a distorted geometry (ωB97M-V with the def2-TZVPD basis set, the OMol25 dataset).

Computed properties:
Electronic energy, eV: -29335.0029
LUMO level (spin up / spin down), eV: 3.2 / 1.6
2S+1: 3
Total charge: -1
Relative energy (zero: lowest compared OMol25 entry of this formula, charge and spin), eV: 0.372
HOMO energy (spin up / spin down), Ha: -0.102 / -0.192

```
8
H2NO3S2 (ωB97M-V with the def2-TZVPD basis set)
N -1.69393 0.07548 -0.21686
O 1.39403 -0.45782 1.30004
O 1.67318 -0.51174 -1.10257
O 3.11530 0.93975 0.25822
S -3.22865 0.70811 0.11472
S 1.87020 0.21179 0.14603
H -1.43859 -0.44912 0.52360
H -1.69154 -0.51645 -1.02317
```

These are the Mulliken partial charges, in e, on atoms 1 to 6: -0.3360 -0.4819 -0.5164 -0.5187 -0.1953 0.5254